[1]
The following is a DFT calculation (wB97M-V/def2-TZVPD) of a 11-piece molecular cluster, C72H170N17O11P3 overall in a non-equilibrium geometry.

Values from the calculation:
- M (Da) = 1543.18
- LUMO energy (eV) = -0.263
- orbital gap (eV) = 7.74

Last column: Mulliken charge in e.
CARTESIAN COORDINATES (ANGSTROEM)
C -4.3447 0.6719 -3.0915  -1.112
N -4.0842 0.3748 -4.4746  0.677
C -2.6698 0.6461 -5.0226  -1.227
P -5.3662 -0.2586 -5.4491  0.368
O -6.4773 -0.8980 -4.6647  -0.851
N -5.7824 1.1529 -6.4732  0.432
C -7.1812 1.5264 -6.6813  -1.121
C -4.8693 1.8496 -7.3103  -1.389
N -4.4737 -1.3873 -6.4785  0.268
C -3.6066 -2.4406 -5.8892  -1.030
C -4.8467 -1.6546 -7.8552  -1.070
H -3.4563 1.1050 -2.6319  0.441
H -4.5266 -0.2709 -2.5756  0.393
H -5.0877 1.4691 -3.1156  0.120
H -2.3987 1.6968 -5.1250  -0.064
H -2.5908 0.1225 -5.9754  0.608
H -1.9846 0.0424 -4.4275  0.442
H -7.8166 0.6434 -6.7504  0.358
H -7.5866 2.1014 -5.8487  0.256
H -7.2899 2.0369 -7.6383  0.393
H -5.1662 1.6872 -8.3464  0.487
H -4.6867 2.8814 -7.0101  0.424
H -3.8360 1.5109 -7.2356  0.321
H -4.1391 -3.3583 -5.6395  0.310
H -2.9280 -2.7955 -6.6648  0.384
H -2.9955 -2.0424 -5.0792  0.270
H -5.5706 -0.9044 -8.1734  0.303
H -5.2550 -2.6652 -7.8476  0.380
H -4.1146 -1.6251 -8.6622  0.279
C 6.4879 7.1728 0.2668  -1.108
N 7.0819 6.5244 -0.8006  0.359
C 7.6193 7.4218 -1.8538  -0.923
P 7.0774 4.8205 -0.9179  0.142
O 8.1606 4.5423 -1.9525  -0.844
N 7.4261 4.1984 0.6150  0.160
C 8.7659 4.3267 1.1944  -0.959
C 6.4093 3.6268 1.5819  -0.688
N 5.4430 4.4235 -1.3893  0.543
C 4.2849 5.0269 -0.8673  -0.475
C 5.1985 3.0742 -2.0114  -0.591
H 7.2281 7.3285 1.0517  0.217
H 5.6612 6.6258 0.7200  0.357
H 6.1369 8.1720 0.0087  0.379
H 7.4201 7.0272 -2.8502  0.286
H 8.7063 7.3448 -1.8796  0.295
H 7.2254 8.4269 -1.7035  0.311
H 8.7486 3.9050 2.1994  0.365
H 9.4791 3.7498 0.6056  0.303
H 9.1402 5.3490 1.1412  0.281
H 5.7881 4.4171 2.0034  0.251
H 5.8742 2.8686 1.0102  0.141
H 6.9153 3.2636 2.4765  0.366
H 4.4962 6.0934 -0.7900  0.312
H 3.3076 4.9091 -1.3354  -0.202
H 4.0385 4.7034 0.1440  0.214
H 6.0525 2.7342 -2.5973  0.303
H 4.2427 3.1330 -2.5322  -0.087
H 5.1935 2.3497 -1.1970  0.274
C -5.8648 5.0853 1.7145  -1.140
N -5.4801 6.2397 0.8753  0.198
C -5.7587 7.4423 1.5792  -1.021
P -4.3601 6.2073 -0.4258  0.291
O -4.4387 7.3429 -1.3355  -0.828
N -2.8133 6.1625 0.2432  0.743
C -1.6884 6.6719 -0.4468  -1.379
C -2.3970 5.5445 1.4974  -0.405
N -4.4946 4.6600 -1.2249  0.487
C -3.8199 3.5601 -0.6777  -0.386
C -5.1224 4.4930 -2.5855  -0.902
H -5.1667 4.9126 2.5336  0.377
H -5.7405 4.1542 1.1617  0.158
H -6.8404 5.1739 2.1925  0.532
H -5.5811 8.1485 0.7681  0.399
H -5.1332 7.5390 2.4667  0.230
H -6.7513 7.2651 1.9931  0.304
H -1.7806 6.8340 -1.5207  0.335
H -1.3544 7.6500 -0.1004  0.430
H -0.7382 6.1905 -0.2153  0.386
H -3.1943 5.0755 2.0739  -0.660
H -1.6335 4.8384 1.1709  0.269
H -1.8557 6.2995 2.0676  0.620
H -3.4101 3.5883 0.3319  -0.340
H -4.5744 2.7745 -0.7169  0.535
H -2.9893 3.3758 -1.3591  0.031
H -5.7895 3.6354 -2.6731  0.360
H -4.3589 4.3523 -3.3506  0.165
H -5.6253 5.4422 -2.7703  0.309
C -4.5703 -8.8805 1.1662  -2.008
C -3.2033 -8.8565 1.8449  1.453
C -3.4303 -9.2733 3.3586  -1.449
C -2.5351 -9.9244 0.9124  -1.374
C -0.9627 -10.0222 1.0471  -0.650
C -0.6160 -8.5741 0.5753  -1.591
C -1.1340 -7.4947 1.5582  1.945
C -0.4010 -7.5429 2.9536  -1.454
C -0.5335 -6.2393 0.8356  -2.105
N -2.6261 -7.4620 1.5798  0.379
O -3.1749 -6.4557 2.4034  -0.459
H -4.4628 -8.6214 0.1129  0.442
H -5.0659 -9.8484 1.2414  0.422
H -5.0010 -7.9659 1.5738  0.437
H -4.0955 -8.7223 4.0234  0.344
H -3.9775 -10.2140 3.4204  0.454
H -2.4850 -9.4760 3.8621  0.269
H -2.9812 -10.9029 1.0905  0.465
H -2.6187 -9.6879 -0.1483  0.409
H -0.7218 -10.4472 2.0215  0.331
H -0.6964 -10.6977 0.2342  0.410
H -1.0168 -8.4051 -0.4242  0.512
H 0.4658 -8.4946 0.4687  0.428
H -0.5484 -8.4757 3.4979  0.274
H -0.7483 -6.6859 3.5306  0.321
H 0.6472 -7.2830 2.8054  0.350
H -1.0828 -5.7434 0.0353  0.444
H 0.5216 -6.2507 0.5623  0.386
H -0.6838 -5.3637 1.4671  0.333
H -3.2761 -5.6917 1.8310  0.231
C 0.0722 -2.8504 4.6039  -2.767
C 0.7391 -2.5118 5.9528  2.715
C 0.2706 -3.4446 7.0593  -1.600
C 2.2621 -2.7600 5.6737  -1.241
C 3.1705 -2.2287 6.8242  -1.046
C 2.7843 -0.7503 7.1101  -1.383
C 1.3004 -0.3677 7.3133  1.455
C 0.9247 -0.6687 8.8264  -1.662
C 1.1043 1.2077 7.0873  -1.769
N 0.5233 -1.0871 6.2011  0.269
O -0.7883 -0.8725 6.3917  -0.277
H -0.9918 -2.7377 4.8123  0.581
H 0.1454 -2.1585 3.7648  0.311
H 0.1940 -3.8847 4.2822  0.521
H 0.6617 -4.4586 7.1425  0.339
H 0.6304 -3.0656 8.0159  0.257
H -0.8066 -3.5187 6.9108  0.305
H 2.6223 -3.7833 5.5677  0.324
H 2.5215 -2.3270 4.7076  0.424
H 2.9876 -3.0128 7.5590  0.372
H 4.2394 -2.2041 6.6122  0.428
H 3.1725 -0.3181 6.1878  0.418
H 3.5090 -0.3146 7.7979  0.434
H 1.3345 -1.6038 9.2080  0.394
H -0.1652 -0.6542 8.8323  0.413
H 1.2963 0.0786 9.5276  0.387
H 1.4328 1.7014 6.1727  0.350
H 1.6740 1.7672 7.8293  0.516
H 0.0643 1.4635 7.2899  0.339
H -1.0300 -0.6748 5.4839  0.061
C 7.2595 -3.1046 -1.9066  -1.206
C 7.7935 -4.2090 -2.8764  1.749
C 9.2894 -4.3944 -2.9479  -1.936
C 7.3055 -5.5949 -2.3153  -1.275
C 5.7596 -5.8937 -2.4680  -0.506
C 5.5762 -5.8116 -3.9745  -1.583
C 5.9213 -4.4503 -4.6156  1.919
C 5.7524 -4.6747 -6.1337  -1.936
C 4.8621 -3.3998 -4.2333  -1.852
N 7.2597 -4.1323 -4.2093  0.228
O 7.7213 -2.9664 -4.9161  -0.492
H 7.3301 -2.1776 -2.4757  0.351
H 6.2446 -3.3012 -1.5611  0.024
H 7.8877 -3.0170 -1.0201  0.394
H 9.4936 -4.8528 -1.9803  0.420
H 9.6236 -5.1083 -3.7008  0.405
H 9.8084 -3.4554 -3.1398  0.366
H 7.8422 -6.5025 -2.5915  0.359
H 7.3902 -5.5273 -1.2307  0.377
H 5.3718 -6.7943 -1.9919  0.479
H 5.2262 -5.0322 -2.0664  0.034
H 4.6245 -6.1959 -4.3416  0.559
H 6.4126 -6.4378 -4.2851  0.418
H 6.6790 -5.1663 -6.4300  0.438
H 5.4006 -3.9576 -6.8755  0.330
H 5.0676 -5.4978 -6.3376  0.387
H 3.8747 -3.6060 -4.6462  0.421
H 5.0523 -2.4460 -4.7254  0.529
H 4.6498 -3.3389 -3.1659  0.238
H 7.2863 -2.1890 -4.5583  0.342
C -1.8459 4.2439 -6.7465  -2.091
C -0.7449 5.0566 -6.0353  1.991
C -0.7504 6.5618 -6.5922  -1.782
C -1.1682 5.0336 -4.5420  -0.997
C -0.0262 5.2218 -3.5724  -1.018
C 1.1440 4.2547 -3.8607  0.389
C 1.6404 4.3120 -5.3725  1.285
C 2.5976 5.5464 -5.5220  -1.515
C 2.3299 3.0269 -5.7662  -1.687
N 0.4748 4.3033 -6.3481  0.390
O 0.8964 4.2201 -7.6397  -0.481
H -2.8030 4.4023 -6.2494  0.342
H -2.0258 4.4293 -7.8054  0.397
H -1.6420 3.1851 -6.5870  0.415
H -1.6407 7.0976 -6.2629  0.421
H 0.0046 7.0585 -5.9828  0.354
H -0.3471 6.5795 -7.6047  0.412
H -1.9240 5.7615 -4.2470  0.657
H -1.7005 4.1529 -4.1826  -0.138
H 0.3390 6.2320 -3.7576  0.227
H -0.4308 5.2079 -2.5604  0.176
H 0.8286 3.2224 -3.7087  0.404
H 1.8656 4.5714 -3.1077  -0.668
H 2.6568 5.7139 -6.5974  0.304
H 3.5358 5.3404 -5.0069  0.391
H 2.2721 6.4987 -5.1031  0.342
H 2.7133 2.9186 -6.7809  0.342
H 1.7564 2.1205 -5.5722  0.348
H 3.1726 3.0038 -5.0753  0.386
H 1.4690 4.9728 -7.8046  0.349
C -6.6651 2.9486 4.7638  -1.906
C -5.7649 2.9212 6.0718  2.130
C -6.1668 4.0896 7.0448  -1.766
C -5.9629 1.6021 6.6695  -1.972
C -5.3697 0.3360 6.0383  -0.794
C -3.8971 0.7966 5.7852  -1.050
C -3.5211 2.1253 5.1217  1.531
C -2.0892 2.3314 5.4802  -1.282
C -3.6355 2.0699 3.5265  -0.718
N -4.3713 3.1658 5.7503  0.226
O -4.0736 4.3415 5.1313  -0.383
H -6.4122 3.8171 4.1558  0.337
H -7.7140 2.7941 5.0169  0.541
H -6.5282 2.1695 4.0139  0.377
H -6.3179 3.8486 8.0970  0.441
H -7.1288 4.5905 6.9363  0.397
H -5.4147 4.8644 7.1937  0.332
H -5.6609 1.7273 7.7093  0.505
H -7.0029 1.4126 6.9349  0.512
H -5.8815 0.1520 5.0937  0.275
H -5.5439 -0.4838 6.7351  0.470
H -3.4654 0.0474 5.1215  -0.108
H -3.3586 0.7395 6.7312  0.561
H -1.5640 1.3829 5.3677  -0.034
H -1.5118 2.8257 4.6989  0.283
H -1.9516 2.7034 6.4955  0.621
H -4.6231 2.1331 3.0694  0.261
H -3.0237 2.8744 3.1184  -0.181
H -3.1939 1.1145 3.2432  0.137
H -3.2082 4.5529 5.4890  0.405
C 3.8857 -4.9089 2.6527  -1.051
N 5.0725 -5.3947 1.9976  0.128
C 6.1952 -4.4899 1.4726  -1.117
C 4.9850 -6.6173 1.5108  -0.054
O 5.8214 -7.0769 0.7681  -0.556
H 3.1283 -4.5554 1.9530  0.391
H 4.2273 -4.0623 3.2482  0.320
H 3.3840 -5.5515 3.3762  0.380
H 5.9802 -3.6455 0.8178  0.386
H 6.5954 -4.0924 2.4053  0.455
H 7.0726 -4.9823 1.0535  0.322
H 4.0989 -7.2060 1.7946  0.420
C 0.1049 -0.8681 1.1698  -1.167
N 0.5249 0.2655 0.3125  0.370
C 1.6674 -0.0013 -0.5476  -0.963
C -0.2380 1.3909 0.3887  0.238
O -0.1072 2.2993 -0.4949  -0.631
H -0.0027 -1.6759 0.4460  0.386
H -0.8400 -0.6500 1.6674  -0.083
H 0.7771 -0.9855 2.0197  0.665
H 2.4702 -0.0390 0.1887  0.309
H 1.3892 -0.9646 -0.9752  0.316
H 1.9638 0.7977 -1.2272  0.295
H -0.9742 1.4143 1.2071  0.147
C -4.2961 -3.7961 -0.2761  -0.518
N -3.9281 -2.7064 0.6405  0.399
C -4.5435 -2.5037 2.0532  -0.866
C -3.1765 -1.6910 0.1717  -0.089
O -3.2316 -0.6021 0.5892  -0.831
H -5.3605 -3.9503 -0.4530  0.333
H -4.1942 -4.7409 0.2579  -0.040
H -3.7843 -3.8363 -1.2376  0.272
H -4.6544 -3.4923 2.4987  0.321
H -3.9180 -1.9635 2.7638  0.202
H -5.4423 -1.8919 1.9773  0.308
H -2.6055 -1.9271 -0.7396  0.579

***

[2]
The following is a DFT calculation (wB97M-V/def2-TZVPD) of the molecule C8H9F2PS in a non-equilibrium geometry.

Values from the calculation:
- M (Da) = 206.20
- LUMO energy (eV) = 0.438
- orbital gap (eV) = 7.98
- relative energy (zero: lowest compared OMol25 entry of this formula, charge and spin) (kcal per mole) = 31.2

Last column: Mulliken charge in e.
CARTESIAN COORDINATES (ANGSTROEM)
C 3.5328 0.0630 0.2948  -1.239
C 2.0929 0.2757 0.0095  1.049
C 1.2426 0.8390 1.0088  -0.700
C -0.0708 1.1071 0.6942  -0.343
C -0.5814 0.6664 -0.5898  0.100
S -2.3031 1.0068 -0.9539  -0.153
C -2.8146 0.1813 0.4521  0.157
F -3.6698 0.9052 1.2974  -0.299
P -3.3916 -1.4556 0.2069  0.334
F -3.7590 -2.1102 1.6502  -0.272
C 0.2476 0.2085 -1.6324  -0.567
C 1.5975 -0.0494 -1.3090  -0.393
H 3.9514 0.2334 -0.7339  0.328
H 3.8583 0.7660 1.0118  0.364
H 3.7601 -0.8702 0.8008  0.262
H 1.6848 1.1915 1.9624  0.282
H -0.7162 1.5655 1.4231  0.423
H -4.4396 -2.0753 -0.5375  0.049
H -2.2686 -2.1663 -0.2522  0.073
H -0.2090 0.1258 -2.6219  0.367
H 2.2557 -0.4081 -2.1815  0.177